3 unconnected molecules or ions with the total composition C4H14NO2S in a non-equilibrium geometry. Source: OMol25; level of theory: ωB97M-V with the def2-TZVPD basis set.

Last columns: bonded neighbours and bond lengths (Å).
Cartesian coordinates (Å):
1 C 0.908 -1.869 -1.284  N2 1.516, H7 1.179, H8 1.109, H9 1.152
2 N 0.514 -1.127 -0.022  C1 1.516, C3 1.460, H10 1.002
3 C 0.352 0.307 -0.244  N2 1.460, C4 1.662, C6 1.654, H11 1.109
4 C -1.033 0.708 -1.070  C3 1.662, S5 1.788, H12 1.062, H13 1.074
5 S -2.106 1.833 -0.186  C4 1.788
6 C 1.711 0.935 -0.950  C3 1.654, H14 1.148, H15 1.168, H16 1.091
7 H 0.847 -3.019 -1.028  C1 1.179
8 H 0.130 -1.760 -2.066  C1 1.109
9 H 1.903 -1.605 -1.801  C1 1.152
10 H -0.314 -1.605 0.279  N2 1.002
11 H 0.134 0.706 0.767  C3 1.109
12 H -0.809 1.039 -2.054  C4 1.062
13 H -1.771 -0.056 -1.230  C4 1.074
14 H 2.752 0.531 -0.688  C6 1.148
15 H 1.606 2.069 -0.686  C6 1.168
16 H 1.408 0.760 -1.983  C6 1.091
17 H -1.917 -1.160 1.792  O19 1.002
18 H -2.797 0.091 1.502  O19 0.961
19 O -2.862 -0.828 1.775  H17 1.002, H18 0.961
20 H 1.011 1.836 2.776  O22 0.911
21 H -0.233 0.893 3.021  O22 0.974
22 O 0.565 1.321 3.380  H20 0.911, H21 0.974

Properties
Orbital gap in eV: 6.361
Net charge: -1

2 unconnected molecules or ions with the total composition C5H14S in a non-equilibrium geometry. Source: OMol25; level of theory: ωB97M-V with the def2-TZVPD basis set.

Last columns: bonded neighbours and bond lengths (Å).
Cartesian coordinates (Å):
1 C -2.384 0.481 -0.781  C2 1.511, H4 1.091, H5 1.090, H6 1.090
2 C -1.342 1.227 -1.582  C1 1.511, C3 1.542, H7 1.095, H8 1.080
3 C -0.795 2.405 -0.750  C2 1.542, H9 1.093, H10 1.083, H11 1.092
4 H -2.718 -0.463 -1.213  C1 1.091
5 H -3.306 1.062 -0.733  C1 1.090
6 H -2.086 0.248 0.242  C1 1.090
7 H -0.485 0.591 -1.829  C2 1.095
8 H -1.772 1.616 -2.492  C2 1.080
9 H -1.584 2.872 -0.154  C3 1.093
10 H -0.085 2.015 -0.032  C3 1.083
11 H -0.345 3.206 -1.341  C3 1.092
12 C 1.241 -1.579 2.439  S13 1.797, H15 1.097, H16 1.085, H17 1.079
13 S 0.937 -1.523 0.669  C12 1.797, C14 1.817
14 C 2.534 -1.849 -0.134  S13 1.817, H18 1.092, H19 1.095, H20 1.078
15 H 0.615 -2.372 2.865  C12 1.097
16 H 2.248 -1.614 2.842  C12 1.085
17 H 0.780 -0.693 2.846  C12 1.079
18 H 3.204 -2.354 0.565  C14 1.092
19 H 3.034 -0.905 -0.374  C14 1.095
20 H 2.308 -2.368 -1.052  C14 1.078

Properties
Orbital gap in eV: 9.416
Net charge: 0

16 unconnected molecules or ions with the total composition C42H116O16 in a non-equilibrium geometry. Source: OMol25; level of theory: ωB97M-V with the def2-TZVPD basis set.

Last columns: bonded neighbours and bond lengths (Å).
Cartesian coordinates (Å):
1 C 7.231 -27.209 -19.645  C2 1.493, H5 1.090, H6 1.090, H7 1.090
2 C 5.757 -27.429 -19.562  C1 1.493, C3 1.530, O4 1.427, H8 1.090
3 C 5.286 -27.120 -18.139  C2 1.530, H9 1.090, H10 1.090, H11 1.090
4 O 5.130 -26.491 -20.436  C2 1.427, H12 0.960
5 H 7.609 -28.075 -19.101  C1 1.090
6 H 7.535 -26.269 -19.184  C1 1.090
7 H 7.686 -27.231 -20.635  C1 1.090
8 H 5.548 -28.457 -19.857  C2 1.090
9 H 4.250 -27.453 -18.072  C3 1.090
10 H 5.305 -26.097 -17.763  C3 1.090
11 H 5.884 -27.674 -17.416  C3 1.090
12 H 4.210 -26.757 -20.497  O4 0.960
13 C 1.392 -21.812 -15.733  C14 1.544, H17 1.090, H18 1.090, H19 1.090
14 C 0.919 -21.010 -14.502  C13 1.544, C15 1.550, O16 1.400, H20 1.090
15 C 1.005 -21.818 -13.182  C14 1.550, H21 1.090, H22 1.090, H23 1.090
16 O 1.772 -19.908 -14.364  C14 1.400, H24 0.960
17 H 2.414 -22.192 -15.720  C13 1.090
18 H 1.335 -21.137 -16.586  C13 1.090
19 H 0.648 -22.601 -15.851  C13 1.090
20 H -0.095 -20.636 -14.644  C14 1.090
21 H 1.952 -22.354 -13.238  C15 1.090
22 H 0.315 -22.657 -13.101  C15 1.090
23 H 0.855 -21.119 -12.359  C15 1.090
24 H 1.410 -19.409 -13.628  O16 0.960
25 C -0.609 -27.305 -11.368  C26 1.556, H29 1.090, H30 1.090, H31 1.090
26 C -0.548 -25.879 -11.988  C25 1.556, C27 1.548, O28 1.377, H32 1.090
27 C -1.346 -24.840 -11.162  C26 1.548, H33 1.090, H34 1.090, H35 1.090
28 O 0.747 -25.412 -11.940  C26 1.377, H36 0.960
29 H -1.637 -27.666 -11.382  C25 1.090
30 H -0.116 -27.286 -10.396  C25 1.090
31 H -0.034 -27.959 -12.023  C25 1.090
32 H -0.850 -25.821 -13.033  C26 1.090
33 H -1.254 -23.785 -11.418  C27 1.090
34 H -1.093 -24.863 -10.102  C27 1.090
35 H -2.415 -25.030 -11.261  C27 1.090
36 H 1.318 -25.979 -12.462  O28 0.960
37 C 3.167 -29.186 -14.645  C38 1.502, H41 1.090, H42 1.090, H43 1.090
38 C 2.086 -28.143 -14.619  C37 1.502, C39 1.547, O40 1.371, H44 1.090
39 C 0.661 -28.713 -14.815  C38 1.547, H45 1.090, H46 1.090, H47 1.090
40 O 2.068 -27.586 -13.367  C38 1.371, H48 0.960
41 H 3.162 -29.674 -15.619  C37 1.090
42 H 2.919 -29.947 -13.906  C37 1.090
43 H 4.161 -28.770 -14.479  C37 1.090
44 H 2.268 -27.379 -15.375  C38 1.090
45 H 0.617 -29.314 -15.723  C39 1.090
46 H -0.007 -27.880 -15.036  C39 1.090
47 H 0.390 -29.366 -13.986  C39 1.090
48 H 2.844 -27.905 -12.900  O40 0.960
49 C 4.732 -18.182 -15.502  C50 1.523, H53 1.090, H54 1.090, H55 1.090
50 C 4.707 -19.595 -16.071  C49 1.523, C51 1.494, O52 1.401, H56 1.090
51 C 5.964 -19.859 -16.834  C50 1.494, H57 1.090, H58 1.090, H59 1.090
52 O 4.475 -20.563 -15.086  C50 1.401, H60 0.960
53 H 4.825 -17.338 -16.185  C49 1.090
54 H 5.583 -17.989 -14.849  C49 1.090
55 H 3.862 -18.035 -14.862  C49 1.090
56 H 3.896 -19.722 -16.788  C50 1.090
57 H 6.046 -19.177 -17.680  C51 1.090
58 H 5.961 -20.905 -17.140  C51 1.090
59 H 6.855 -19.686 -16.231  C51 1.090
60 H 3.569 -20.396 -14.817  O52 0.960
61 C 3.944 -22.400 -20.580  C62 1.552, H65 1.090, H66 1.090, H67 1.090
62 C 5.269 -21.961 -19.902  C61 1.552, C63 1.520, O64 1.436, H68 1.090
63 C 5.655 -22.977 -18.840  C62 1.520, H69 1.090, H70 1.090, H71 1.090
64 O 6.325 -21.761 -20.855  C62 1.436, H72 0.960
65 H 3.648 -21.658 -21.321  C61 1.090
66 H 3.092 -22.511 -19.910  C61 1.090
67 H 3.992 -23.332 -21.144  C61 1.090
68 H 5.075 -21.011 -19.403  C62 1.090
69 H 5.906 -23.973 -19.205  C63 1.090
70 H 4.844 -23.209 -18.150  C63 1.090
71 H 6.477 -22.593 -18.237  C63 1.090
72 H 6.395 -22.560 -21.382  O64 0.960
73 C 7.846 -27.077 -9.498  C74 1.545, H77 1.090, H78 1.090, H79 1.090
74 C 8.919 -25.971 -9.384  C73 1.545, C75 1.511, O76 1.420, H80 1.090
75 C 8.621 -24.727 -10.189  C74 1.511, H81 1.090, H82 1.090, H83 1.090
76 O 9.160 -25.542 -8.051  C74 1.420, H84 0.960
77 H 7.769 -27.469 -10.512  C73 1.090
78 H 6.883 -26.741 -9.113  C73 1.090
79 H 8.127 -27.942 -8.897  C73 1.090
80 H 9.803 -26.451 -9.803  C74 1.090
81 H 9.512 -24.100 -10.214  C75 1.090
82 H 7.794 -24.143 -9.784  C75 1.090
83 H 8.386 -25.008 -11.215  C75 1.090
84 H 8.363 -25.133 -7.707  O76 0.960
85 C 2.021 -24.560 -18.311  C86 1.513, H89 1.090, H90 1.090, H91 1.090
86 C 1.110 -25.687 -17.872  C85 1.513, C87 1.547, O88 1.406, H92 1.090
87 C -0.073 -25.307 -16.951  C86 1.547, H93 1.090, H94 1.090, H95 1.090
88 O 0.667 -26.310 -19.052  C86 1.406, H96 0.960
89 H 2.827 -24.977 -18.915  C85 1.090
90 H 2.426 -24.041 -17.442  C85 1.090
91 H 1.500 -23.828 -18.928  C85 1.090
92 H 1.723 -26.385 -17.302  C86 1.090
93 H -0.658 -24.551 -17.475  C87 1.090
94 H 0.295 -24.821 -16.047  C87 1.090
95 H -0.606 -26.204 -16.636  C87 1.090
96 H 0.191 -25.663 -19.579  O88 0.960
97 C 4.847 -24.565 -12.392  C98 1.553, H101 1.090, H102 1.090, H103 1.090
98 C 5.223 -24.998 -13.835  C97 1.553, C99 1.530, O100 1.399, H104 1.090
99 C 4.367 -24.300 -14.894  C98 1.530, H105 1.090, H106 1.090, H107 1.090
100 O 6.563 -24.668 -14.064  C98 1.399, H108 0.960
101 H 5.555 -24.908 -11.637  C97 1.090
102 H 3.873 -25.002 -12.171  C97 1.090
103 H 4.718 -23.483 -12.398  C97 1.090
104 H 5.211 -26.088 -13.837  C98 1.090
105 H 4.537 -24.764 -15.866  C99 1.090
106 H 4.474 -23.217 -14.954  C99 1.090
107 H 3.297 -24.404 -14.713  C99 1.090
108 H 6.529 -23.714 -13.956  O100 0.960
109 C 2.879 -28.022 -9.949  C110 1.540, H113 1.090, H114 1.090, H115 1.090
110 C 4.349 -27.934 -10.403  C109 1.540, C111 1.536, O112 1.388, H116 1.090
111 C 5.089 -29.252 -10.134  C110 1.536, H117 1.090, H118 1.090, H119 1.090
112 O 4.438 -27.763 -11.778  C110 1.388, H120 0.960
113 H 2.790 -28.167 -8.873  C109 1.090
114 H 2.382 -28.878 -10.406  C109 1.090
115 H 2.371 -27.112 -10.269  C109 1.090
116 H 4.899 -27.151 -9.881  C110 1.090
117 H 5.006 -29.467 -9.069  C111 1.090
118 H 6.156 -29.182 -10.345  C111 1.090
119 H 4.701 -30.148 -10.619  C111 1.090
120 H 5.299 -28.102 -12.032  O112 0.960
121 C 9.245 -28.020 -13.524  C122 1.502, H125 1.090, H126 1.090, H127 1.090
122 C 7.788 -28.122 -13.877  C121 1.502, C123 1.527, O124 1.416, H128 1.090
123 C 7.566 -28.552 -15.325  C122 1.527, H129 1.090, H130 1.090, H131 1.090
124 O 7.122 -28.957 -12.948  C122 1.416, H132 0.960
125 H 9.733 -27.470 -14.329  C121 1.090
126 H 9.642 -29.035 -13.530  C121 1.090
127 H 9.400 -27.567 -12.545  C121 1.090
128 H 7.353 -27.144 -13.676  C122 1.090
129 H 8.025 -27.896 -16.065  C123 1.090
130 H 6.528 -28.579 -15.658  C123 1.090
131 H 8.020 -29.536 -15.443  C123 1.090
132 H 7.534 -29.824 -12.957  O124 0.960
133 C 10.198 -23.039 -13.342  C134 1.532, H137 1.090, H138 1.090, H139 1.090
134 C 11.447 -23.926 -13.346  C133 1.532, C135 1.527, O136 1.468, H140 1.090
135 C 11.498 -24.979 -12.242  C134 1.527, H141 1.090, H142 1.090, H143 1.090
136 O 11.466 -24.635 -14.632  C134 1.468, H144 0.960
137 H 9.291 -23.630 -13.213  C133 1.090
138 H 10.199 -22.494 -14.286  C133 1.090
139 H 10.287 -22.364 -12.491  C133 1.090
140 H 12.329 -23.289 -13.278  C134 1.090
141 H 10.513 -25.418 -12.081  C135 1.090
142 H 11.774 -24.420 -11.348  C135 1.090
143 H 12.258 -25.741 -12.417  C135 1.090
144 H 10.648 -25.097 -14.833  O136 0.960
145 C 4.502 -20.672 -10.637  C146 1.528, H149 1.090, H150 1.090, H151 1.090
146 C 3.435 -19.750 -10.049  C145 1.528, C147 1.514, O148 1.449, H152 1.090
147 C 3.589 -19.582 -8.552  C146 1.514, H153 1.090, H154 1.090, H155 1.090
148 O 3.664 -18.466 -10.678  C146 1.449, H156 0.960
149 H 4.677 -21.600 -10.093  C145 1.090
150 H 5.509 -20.263 -10.560  C145 1.090
151 H 4.251 -21.004 -11.645  C145 1.090
152 H 2.462 -20.165 -10.314  C146 1.090
153 H 2.790 -18.951 -8.162  C147 1.090
154 H 4.536 -19.133 -8.255  C147 1.090
155 H 3.530 -20.553 -8.060  C147 1.090
156 H 4.588 -18.224 -10.577  O148 0.960
157 C 7.528 -20.919 -13.437  O158 1.374, H159 1.090, H160 1.090, H161 1.090
158 O 6.703 -21.866 -13.995  C157 1.374, H162 0.960
159 H 8.232 -20.705 -14.242  C157 1.090
160 H 6.986 -19.989 -13.265  C157 1.090
161 H 8.089 -21.264 -12.569  C157 1.090
162 H 5.924 -21.473 -14.395  O158 0.960
163 C 8.742 -24.799 -16.660  O164 1.414, H165 1.090, H166 1.090, H167 1.090
164 O 8.862 -25.377 -15.375  C163 1.414, H168 0.960
165 H 9.502 -25.339 -17.225  C163 1.090
166 H 7.822 -25.005 -17.207  C163 1.090
167 H 8.876 -23.718 -16.615  C163 1.090
168 H 8.052 -25.192 -14.895  O164 0.960
169 C 3.438 -24.433 -9.097  O170 1.383, H171 1.090, H172 1.090, H173 1.090
170 O 3.944 -23.752 -8.004  C169 1.383, H174 0.960
171 H 4.226 -24.694 -9.803  C169 1.090
172 H 2.936 -25.330 -8.735  C169 1.090
173 H 2.658 -23.874 -9.614  C169 1.090
174 H 3.258 -23.579 -7.355  O170 0.960

Properties
Orbital gap in eV: 9.800
Net charge: 0

> orbital gap of number 1 (C4H14NO2S)?

6.361 eV

> Number 2 is which compound?

C5H14S

> Among the records above, which one has the lowest net charge?

C4H14NO2S